1.
The following is a DFT calculation (ωB97M-V with the def2-TZVPD basis set) of a cluster of 2 separate species, C2H8O2 in total.

HOMO energy (alpha / beta) in hartree: -0.5574 / -0.5090
Multiplicity: 2
E in eV: -6286.6325
Energy above the lowest of the compared OMol25 structures with the same formula, charge and spin in eV: 1.4358
Charge: +1
LUMO energy (alpha / beta) in eV: -3.856 / -10.650

Last columns: bonded neighbours and bond lengths (Å).
Cartesian coordinates (Å):
1 C -1.580 0.878 -1.835  O2 1.377, H4 1.127, H5 1.109, H6 1.051
2 O -0.898 -0.031 -2.613  C1 1.377, H3 0.959
3 H -0.454 -0.723 -2.119  O2 0.959
4 H -0.802 1.438 -1.243  C1 1.127
5 H -2.230 0.301 -1.147  C1 1.109
6 H -2.010 1.518 -2.549  C1 1.051
7 C 1.428 -0.935 1.769  O8 1.406, H10 1.107, H11 1.151, H12 1.056
8 O 1.126 0.425 1.574  C7 1.406, H9 0.974
9 H 0.698 0.785 2.371  O8 0.974
10 H 0.556 -1.611 1.677  C7 1.107
11 H 1.807 -1.080 2.846  C7 1.151
12 H 2.359 -0.965 1.271  C7 1.056

=====

2.
The following is a DFT calculation (ωB97M-V with the def2-TZVPD basis set) of the ion C5H9BrN with charge +1.

HOMO energy (alpha / beta) in hartree: -0.3489 / -0.5681
Multiplicity: 3
E in eV: -76849.9547
Energy above the lowest of the compared OMol25 structures with the same formula, charge and spin in eV: 0.8073
Charge: +1
LUMO energy (alpha / beta) in eV: -2.988 / -8.120

Last columns: bonded neighbours and bond lengths (Å).
Cartesian coordinates (Å):
1 C 0.226 1.323 -0.261  C4 1.532, C5 1.535, H8 1.088, H9 1.088
2 C -1.163 -0.340 0.692  C4 1.536, N6 1.496, H10 1.088, H11 1.088
3 C -0.074 -0.922 -0.958  C4 1.536, N6 1.497, H12 1.087, H13 1.090
4 C -0.886 0.345 -0.655  C1 1.532, C2 1.536, C3 1.536, H14 1.082
5 C 1.059 0.359 0.595  C1 1.535, N6 1.480, Br7 1.966, H15 1.309
6 N 0.226 -0.862 0.507  C2 1.496, C3 1.497, C5 1.480, H16 1.022
7 Br 2.880 -0.011 -0.048  C5 1.966
8 H 0.783 1.690 -1.120  C1 1.088
9 H -0.144 2.177 0.303  C1 1.088
10 H -1.308 0.274 1.579  C2 1.088
11 H -1.902 -1.137 0.648  C2 1.088
12 H -0.666 -1.798 -1.213  C3 1.087
13 H 0.801 -0.847 -1.604  C3 1.090
14 H -1.672 0.703 -1.306  C4 1.082
15 H 1.263 0.727 1.834  C5 1.309
16 H 0.579 -1.680 1.006  N6 1.022